Entry from the OMol25 dataset: C24H19Cl3GeIrN4O7S3 as an isolated structure (wB97M-V/def2-TZVPD).

Output
Orbital gap ... 0.263 Eh
Calculated total energy ... -6428.062530 Eh
Net charge ... +1

```
62
Properties=species:S:1:pos:R:3:forces:R:3
Ir 0.454 0.198 1.089 0.672 -0.472 0.812
C -0.864 -0.810 4.499 0.031 -0.022 -0.053
C 0.514 -0.348 4.198 0.100 0.003 0.082
N 1.017 0.006 3.026 -0.057 0.115 -0.174
C 2.303 0.455 3.223 -0.095 0.078 0.146
C 2.599 0.350 4.543 -0.037 -0.061 0.025
N 1.468 -0.157 5.129 -0.011 -0.037 -0.034
C 3.788 0.663 5.388 0.101 0.046 -0.009
O 4.823 1.194 4.776 -0.138 -0.073 -0.019
O 3.735 0.420 6.564 -0.030 -0.006 0.027
C 3.002 1.070 2.077 0.038 -0.016 -0.287
O 4.139 1.493 2.173 0.127 0.027 0.170
O 2.271 1.122 1.005 -0.077 0.049 0.191
H -1.433 -0.909 3.579 0.004 0.001 -0.001
H -1.368 -0.085 5.138 -0.006 -0.003 0.006
H -0.850 -1.769 5.017 0.003 -0.022 -0.020
H 1.410 -0.339 6.123 0.008 0.005 -0.012
H 4.656 1.318 3.803 0.104 0.062 -0.037
C -4.523 -1.588 -0.235 0.034 0.053 -0.023
N -3.197 -1.790 0.360 -0.113 -0.238 0.103
C -2.800 -3.029 0.811 0.011 0.013 -0.082
C -1.553 -3.300 1.255 0.038 0.105 0.064
C -0.626 -2.207 1.256 -0.033 -0.216 -0.101
O 0.606 -2.190 1.451 0.033 -0.043 -0.258
N -1.142 -0.980 0.972 -0.218 0.020 0.408
C -2.325 -0.748 0.422 0.366 -0.121 -0.124
O -2.625 0.376 -0.045 -0.451 0.546 -0.414
H -5.144 -2.439 0.026 -0.019 0.014 -0.006
H -4.439 -1.508 -1.318 0.012 0.011 0.022
H -4.962 -0.674 0.156 0.004 -0.012 0.006
H -3.564 -3.790 0.751 0.010 -0.022 -0.001
H -1.251 -4.289 1.561 -0.041 -0.036 -0.017
O -0.077 0.854 -0.835 -0.933 -0.030 -0.086
C 0.163 0.499 -2.245 0.743 -0.195 -0.502
C 1.143 1.525 -2.779 -0.030 0.176 0.094
C 2.044 2.224 -2.036 0.363 -0.181 -0.202
C 2.851 3.089 -2.831 -0.116 -0.158 0.002
C 2.536 3.022 -4.153 -0.039 -0.036 0.065
S 1.255 1.924 -4.449 0.104 0.026 -0.054
C -1.159 0.610 -2.967 -0.135 0.403 0.196
C -1.738 1.806 -3.352 0.105 -0.224 0.212
C -3.006 1.632 -3.957 -0.214 0.018 0.012
C -3.359 0.323 -4.039 0.069 0.004 0.017
S -2.161 -0.712 -3.390 -0.121 -0.099 0.026
C 0.799 -0.873 -2.344 0.039 0.053 0.179
C 1.982 -1.174 -2.957 0.032 -0.078 0.086
C 2.299 -2.560 -2.928 -0.022 0.112 0.014
C 1.356 -3.297 -2.286 -0.059 0.092 -0.017
S 0.080 -2.313 -1.724 -0.154 -0.045 -0.106
H 2.144 2.119 -0.965 0.040 0.033 -0.111
H 3.625 3.726 -2.432 0.012 0.019 0.008
H 2.980 3.561 -4.973 0.001 0.007 -0.016
H -1.227 2.754 -3.289 0.007 0.069 0.020
H -3.609 2.448 -4.324 -0.028 -0.004 -0.029
H -4.252 -0.100 -4.469 -0.022 0.012 -0.027
H 2.616 -0.432 -3.415 0.023 0.057 -0.017
H 3.195 -2.979 -3.358 0.008 -0.008 -0.015
H 1.335 -4.360 -2.114 0.015 -0.010 0.026
Cl -3.372 3.052 -0.434 -0.048 -0.146 -0.193
Ge -1.465 2.103 -0.494 0.112 -0.498 0.152
Cl -0.271 3.823 -0.940 -0.234 0.396 -0.042
Cl -0.825 1.991 1.707 0.113 0.489 -0.083
```
Positions in Å, forces in eV/Å.


Entry from the OMol25 dataset: C37H32BrN6O10S2Ta as an isolated structure (wB97M-V/def2-TZVPD).

Output
Orbital gap ... 0.146 Eh
Calculated total energy ... -5936.688950 Eh
Net charge ... +2

```
89
Properties=species:S:1:pos:R:3:forces:R:3
Ta 0.570 -0.102 -0.748 -3.473 0.959 1.003
O -3.059 -0.138 1.707 1.443 0.266 -0.466
C -3.082 -1.468 1.899 -0.662 -0.397 -0.744
C -4.366 -1.917 2.228 -0.341 -0.880 0.514
C -4.645 -3.258 2.472 1.026 -0.212 0.534
C -3.582 -4.172 2.419 1.259 -0.603 -1.194
C -2.309 -3.788 1.962 -1.050 2.022 0.345
C -2.067 -2.406 1.644 0.220 -0.813 0.696
C -0.760 -2.065 0.987 -0.624 -0.463 -1.990
O -0.964 -1.246 -0.226 1.757 -0.095 1.188
N 0.190 -1.369 1.771 0.930 0.580 3.495
N 1.269 -0.798 1.027 -0.174 0.801 -1.547
C 2.551 -0.906 1.495 1.888 0.890 1.931
C 3.253 0.040 2.325 -1.462 -1.169 -1.996
Br 2.775 1.916 2.374 0.082 -1.481 0.307
C 4.378 -0.416 3.086 -0.614 1.979 2.250
C 4.578 -0.003 4.477 0.431 -0.020 -2.228
C 5.936 0.041 4.888 -0.061 -0.970 -0.551
C 6.284 0.546 6.097 0.155 1.526 2.071
C 5.315 1.133 6.952 -1.120 -0.740 0.207
C 3.958 1.019 6.587 -0.511 0.708 -0.581
C 3.593 0.528 5.330 -1.392 -0.001 0.531
H -2.154 0.260 1.610 -1.086 -0.767 0.140
H -5.128 -1.163 2.318 -0.164 0.127 0.029
H -5.592 -3.661 2.842 0.083 0.610 -0.442
H -3.715 -5.251 2.519 -0.295 0.391 0.443
H -1.462 -4.459 1.915 -0.213 -0.313 -0.226
H -0.242 -2.990 0.714 -0.531 -0.370 -0.770
H 0.541 -1.965 2.557 -0.377 0.723 -0.872
H 3.104 -1.853 1.297 -0.444 0.297 0.617
H 5.188 -0.945 2.611 -0.027 -0.573 -0.111
H 6.656 -0.359 4.181 0.231 0.030 0.346
H 7.279 0.611 6.513 0.363 -0.285 -0.664
H 5.491 1.598 7.967 0.397 -0.654 -1.471
H 3.181 1.449 7.245 0.507 -0.441 -0.434
H 2.509 0.506 5.021 1.336 0.032 0.454
O 3.211 2.981 -1.360 -0.792 -0.453 0.029
C 2.147 2.547 -0.993 0.820 1.162 0.615
O 1.746 1.303 -1.325 0.779 -0.099 -0.235
C 1.247 3.309 -0.058 0.233 0.953 0.719
C 1.634 4.596 0.375 0.924 -2.333 -2.376
C 0.818 5.363 1.122 0.259 0.501 0.566
C -0.296 4.896 1.707 -2.585 -2.241 0.302
C -0.657 3.529 1.406 0.752 1.406 0.485
C 0.101 2.742 0.531 0.024 0.186 -1.067
O -0.285 1.543 0.153 -0.350 -1.608 -0.244
N -1.763 2.922 2.123 -1.539 1.628 1.827
O -2.660 3.727 2.466 1.533 -2.011 -0.823
O -1.681 1.754 2.496 0.177 1.535 -0.355
N 1.216 6.718 1.387 2.631 0.924 -0.600
O 2.436 6.931 1.157 -2.514 0.419 0.806
O 0.374 7.504 1.751 0.591 -0.058 0.012
H 2.584 4.944 0.018 0.152 0.391 -0.126
H -0.888 5.567 2.356 0.209 -0.789 -0.426
S -4.497 -0.379 -5.512 0.627 0.310 -1.300
C -3.189 -0.146 -4.398 1.596 0.270 2.046
C -3.080 0.989 -3.530 0.742 -0.477 -0.655
C -1.953 1.114 -2.698 0.992 -1.087 0.050
N -1.056 0.061 -2.528 -1.940 0.366 0.141
C -1.373 -1.123 -3.151 2.393 1.306 0.002
C -2.251 -1.190 -4.219 -0.628 -0.090 0.567
C -5.621 -1.099 -4.416 -1.266 -0.661 1.049
C -5.421 -2.115 -3.435 -0.849 2.198 -0.380
C -6.484 -2.339 -2.556 0.516 -0.676 -0.547
N -7.683 -1.793 -2.680 0.019 -0.929 0.283
C -7.878 -1.037 -3.728 -1.437 1.124 -0.023
C -6.898 -0.575 -4.577 -0.409 0.359 -0.886
H -3.823 1.787 -3.597 0.338 -0.228 0.068
H -1.675 2.025 -2.128 -0.575 -0.667 -0.511
H -0.630 -1.887 -2.841 -1.135 0.035 -0.639
H -2.315 -2.100 -4.823 -0.049 0.371 0.271
H -4.439 -2.452 -3.212 0.581 -0.655 0.013
H -6.409 -3.095 -1.790 0.317 0.104 0.363
H -8.906 -0.683 -3.841 0.252 0.062 -0.086
H -7.194 0.199 -5.345 0.716 -1.038 0.908
O 1.488 -1.396 -1.877 2.825 -2.881 -1.723
S 2.617 -2.547 -2.487 -2.063 3.670 0.057
C 2.402 -2.119 -4.312 -0.352 0.149 0.087
C 3.530 -1.201 -4.854 0.123 1.076 0.764
C 4.326 -0.622 -3.594 -1.428 -2.434 0.389
C 4.172 -1.637 -2.324 -0.432 2.178 -1.342
H 1.365 -1.711 -4.343 0.797 -0.139 0.101
H 2.397 -3.061 -4.833 -0.109 -0.498 -0.094
H 3.065 -0.309 -5.419 0.784 -1.578 0.738
H 4.212 -1.792 -5.534 -0.818 0.783 0.797
H 3.975 0.319 -3.245 -0.486 0.843 -0.063
H 5.358 -0.548 -3.815 1.062 0.138 -0.192
H 4.148 -1.010 -1.404 -0.015 -0.844 -0.425
H 4.960 -2.357 -2.328 0.523 -0.664 0.249
```
Positions in Å, forces in eV/Å.


Entry from the OMol25 dataset: a 8-piece molecular cluster, C32H59Cl2N2O9P overall (wB97M-V/def2-TZVPD).

Output
Orbital gap ... 0.356 Eh
SMILES ... CC[C@@H](Cl)[C@@](C#N)([C@@H](C#N)CCCCO)P(O)Cl.CC(C)=O.CC(C)=O.CC(C)=O.CC(C)=O.CC(C)=O.CC(C)=O.CC(C)=O
Calculated total energy ... -3303.128242 Eh

```
105
Properties=species:S:1:pos:R:3:forces:R:3
C 4.600 -1.828 4.095 -0.055 -0.157 -0.025
C 4.069 -1.260 2.767 0.166 0.134 -0.032
C 2.864 -0.327 2.935 -0.231 -0.281 0.077
Cl 2.983 1.094 1.850 0.145 0.139 0.020
C 1.485 -1.013 2.676 -0.151 0.031 0.229
C 1.517 -2.283 3.412 -0.092 0.391 -0.312
N 1.533 -3.259 4.011 0.070 -0.336 0.201
C 0.331 -0.179 3.344 -0.105 0.070 0.014
C -0.023 1.066 2.648 0.519 -0.587 -0.028
N -0.219 2.084 2.164 -0.366 0.432 -0.188
C -0.932 -0.951 3.776 -0.196 0.030 0.216
C -1.637 -1.838 2.755 -0.165 -0.042 0.090
C -2.536 -2.901 3.413 0.046 -0.050 -0.140
C -4.010 -2.505 3.477 0.073 0.069 0.067
O -4.734 -2.931 2.334 0.029 -0.216 0.128
P 1.542 -1.420 0.770 0.161 -0.235 0.092
O 1.062 -2.989 0.845 0.040 0.115 0.034
Cl -0.176 -0.574 0.066 -0.090 0.117 -0.079
H 4.326 -2.874 4.226 -0.048 0.054 0.004
H 4.200 -1.287 4.954 0.076 0.028 -0.017
H 5.687 -1.762 4.129 -0.021 0.013 0.027
H 4.853 -0.691 2.269 -0.020 -0.019 0.029
H 3.813 -2.076 2.085 0.040 0.047 -0.018
H 2.858 0.075 3.948 0.009 0.059 -0.071
H 0.750 0.172 4.295 0.021 0.044 -0.043
H -0.652 -1.541 4.651 0.045 -0.046 -0.089
H -1.619 -0.186 4.146 -0.008 -0.103 0.106
H -0.914 -2.342 2.114 -0.028 0.062 0.007
H -2.280 -1.212 2.128 0.235 -0.075 -0.259
H -2.166 -3.172 4.406 0.041 0.108 -0.007
H -2.477 -3.816 2.814 -0.059 -0.038 0.129
H -4.490 -2.957 4.348 -0.062 -0.010 -0.076
H -4.103 -1.414 3.570 0.049 -0.015 0.132
H -4.139 -2.895 1.578 -0.133 0.254 -0.202
H 1.646 -3.534 0.307 -0.024 -0.002 -0.048
C 3.270 3.846 -0.150 0.013 -0.037 -0.015
C 4.047 4.528 -1.247 -0.107 -0.154 0.060
O 4.700 3.874 -2.028 0.106 0.146 -0.126
C 3.959 6.030 -1.331 0.097 -0.033 -0.075
H 3.438 2.775 -0.222 -0.036 0.006 0.019
H 3.590 4.200 0.832 -0.028 0.045 -0.003
H 2.203 4.055 -0.245 -0.003 0.036 0.033
H 4.316 6.478 -0.402 -0.037 0.004 0.019
H 2.920 6.335 -1.465 -0.011 -0.001 0.039
H 4.557 6.390 -2.165 -0.004 0.004 0.005
C -3.707 -2.974 -2.297 0.042 -0.007 0.140
C -4.429 -1.957 -1.454 0.034 -0.005 -0.112
O -4.087 -1.710 -0.320 0.033 -0.005 0.098
C -5.589 -1.239 -2.100 0.009 0.039 0.102
H -2.898 -3.413 -1.717 -0.006 -0.018 -0.010
H -4.395 -3.759 -2.619 -0.021 0.032 -0.045
H -3.290 -2.502 -3.188 -0.053 -0.052 -0.004
H -6.349 -1.961 -2.405 0.013 -0.004 -0.037
H -5.250 -0.715 -2.995 -0.004 -0.033 -0.026
H -6.020 -0.530 -1.398 -0.001 -0.004 -0.003
C 0.193 2.874 7.988 -0.043 -0.105 0.033
C -0.126 2.400 6.591 -0.025 0.081 -0.046
O -0.585 1.295 6.391 0.110 0.015 -0.103
C 0.147 3.373 5.471 -0.085 -0.130 0.050
H -0.047 2.095 8.707 0.004 0.005 0.000
H 1.251 3.131 8.062 -0.005 0.045 -0.008
H -0.381 3.774 8.215 0.032 0.030 -0.016
H 1.205 3.646 5.463 -0.007 0.051 0.026
H -0.424 4.292 5.618 0.071 0.033 0.016
H -0.124 2.937 4.513 0.009 0.019 0.012
C 0.562 -1.863 -5.621 -0.066 0.059 -0.029
C -0.413 -2.683 -4.816 0.040 -0.034 0.037
O -1.583 -2.382 -4.735 0.019 0.024 -0.092
C 0.140 -3.901 -4.120 -0.081 0.002 0.030
H 0.051 -1.015 -6.069 0.000 0.004 0.000
H 1.369 -1.507 -4.977 0.030 -0.039 0.024
H 1.009 -2.479 -6.403 0.024 -0.013 0.012
H 0.931 -3.607 -3.429 0.046 0.016 -0.023
H 0.577 -4.581 -4.853 0.036 0.011 -0.001
H -0.652 -4.410 -3.576 -0.003 0.004 -0.005
C -0.995 5.300 1.984 0.117 0.047 0.114
C -1.491 6.275 3.021 -0.055 -0.015 -0.058
O -0.926 6.425 4.080 -0.003 -0.004 0.013
C -2.740 7.052 2.677 0.039 0.033 0.097
H -0.102 4.797 2.343 -0.010 -0.020 -0.023
H -1.756 4.548 1.773 -0.008 0.006 -0.032
H -0.775 5.823 1.050 -0.061 0.008 -0.013
H -3.565 6.365 2.483 0.007 -0.005 -0.040
H -2.578 7.636 1.769 -0.016 -0.027 -0.026
H -3.001 7.715 3.498 -0.001 -0.001 -0.005
C -3.690 -4.825 -8.802 0.075 -0.056 -0.050
C -2.444 -3.982 -8.664 -0.036 0.021 0.025
O -1.364 -4.380 -9.034 0.008 -0.007 0.022
C -2.616 -2.623 -8.033 0.126 -0.006 -0.008
H -3.442 -5.777 -9.264 -0.005 0.003 0.002
H -4.134 -4.997 -7.820 -0.023 0.032 0.000
H -4.429 -4.302 -9.411 -0.021 0.016 0.031
H -3.009 -2.729 -7.020 -0.034 0.037 -0.009
H -3.318 -2.020 -8.611 -0.055 -0.032 0.024
H -1.654 -2.118 -7.990 -0.012 0.013 0.004
C 3.217 0.937 -3.045 -0.138 -0.130 0.179
C 3.846 -0.425 -2.899 0.089 0.105 -0.081
O 3.387 -1.273 -2.168 -0.080 -0.090 -0.040
C 5.092 -0.676 -3.716 -0.020 -0.098 0.083
H 2.336 0.998 -2.409 -0.016 0.009 -0.015
H 3.928 1.714 -2.759 0.023 0.025 -0.066
H 2.930 1.107 -4.085 0.055 0.035 -0.026
H 5.861 0.052 -3.452 -0.013 0.029 -0.032
H 4.874 -0.553 -4.778 0.011 0.044 -0.008
H 5.459 -1.683 -3.531 0.007 0.004 -0.005
```
Positions in Å, forces in eV/Å.